# 1
The following is a DFT calculation (ωB97M-V/def2-TZVPD) of a cluster of 2 separate species, C4H12NO2 in total.

The geometry in XYZ format:
```
19
Properties=species:S:1:pos:R:3:forces:R:3
C -0.3429 2.0061 0.1458 2.390 -0.022 1.025
C -0.1142 0.4987 0.1709 -3.940 0.029 1.970
C 0.8125 0.0964 -0.8856 1.724 -0.332 -1.826
C 2.1270 -0.5018 -0.5293 -0.692 -3.684 3.499
O 2.1272 -1.3291 0.4884 0.724 3.502 -4.084
N -1.5083 -0.0297 -0.3564 0.666 -3.190 -0.534
H -0.7378 2.3902 1.0772 -0.316 -0.021 0.104
H -0.9540 2.2798 -0.6906 -0.180 0.366 -0.524
H 0.6875 2.4207 0.0518 -0.897 0.347 -0.033
H -0.0288 0.0057 1.1895 0.340 0.767 -1.222
H 1.1040 0.8847 -1.5654 0.138 1.094 0.148
H 0.3453 -0.4955 -1.6921 0.553 -0.925 0.305
H 3.0142 -0.2811 -1.1634 0.136 -0.474 0.602
H -1.5774 -1.1026 -0.2878 -0.059 1.510 0.930
H -1.3070 -0.0353 -1.4011 -2.220 1.286 1.226
H -2.3991 0.3423 0.1233 1.531 -0.140 -1.473
H -0.5362 -2.5450 2.5562 0.142 -0.279 0.382
H 0.0684 -2.3520 1.0920 -2.321 -0.389 2.084
O -0.7805 -2.2526 1.6765 2.281 0.555 -2.578
```
Positions in Å, forces in eV/Å.

Computed properties:
charge = +2
2S+1 = 2
frontier orbital gap (spin up / spin down) = 8.22 / 5.36 eV
LUMO (spin up / spin down) = -11.29 / -14.02 eV
HOMO energy (spin up / spin down) = -0.7170 / -0.7121 Ha
energy above the lowest of the compared OMol25 structures with the same formula, charge and spin = 231.5 kJ/mol
molecular weight = 106.14 g mol⁻¹

=====

# 2
The following is a DFT calculation (ωB97M-V/def2-TZVPD) of a cluster of 2 separate species, C4H12NO3 in total.

The geometry in XYZ format:
```
20
Properties=species:S:1:pos:R:3:forces:R:3
C -1.2378 0.9203 0.6759 -0.707 -0.527 0.931
C -0.5966 -0.4548 0.8704 0.346 0.182 -0.271
C -1.0948 -1.4577 -0.1680 0.214 -0.201 -0.221
O -1.7183 -2.5701 0.4619 0.165 0.059 0.113
N 0.8920 -0.2895 0.8894 -0.922 1.064 0.199
C 1.6426 -0.3838 -0.3534 1.161 -0.833 0.053
O 1.0440 0.3971 -1.2876 -0.755 -0.555 0.338
H -0.9527 1.3040 -0.2944 0.242 0.443 0.026
H -1.0210 1.5476 1.5485 0.468 0.314 -0.508
H -2.3251 0.8658 0.7087 -0.165 -0.313 -0.169
H -0.8151 -0.8603 1.8628 -0.236 0.039 -0.115
H -1.7930 -0.9884 -0.8520 -0.360 0.314 0.046
H -0.2886 -1.7762 -0.8234 0.195 -0.191 0.128
H -1.4864 -3.3559 -0.0351 -0.084 -0.138 0.010
H 1.0400 0.6008 1.3841 0.387 -0.465 -0.412
H 2.6813 -0.0807 -0.1739 -0.114 0.136 0.235
H 1.6638 -1.4416 -0.6090 -0.055 -0.162 -0.363
H 1.5403 1.8957 -1.3347 0.383 0.652 -0.200
H 1.0066 3.2839 -1.0828 0.549 0.083 -0.225
O 1.8191 2.8439 -1.3873 -0.711 0.098 0.405
```
Positions in Å, forces in eV/Å.

Computed properties:
charge = 0
2S+1 = 2
frontier orbital gap (spin up / spin down) = 11.14 / 7.53 eV
LUMO (spin up / spin down) = 0.68 / -2.50 eV
HOMO energy (spin up / spin down) = -0.3846 / -0.3684 Ha
energy above the lowest of the compared OMol25 structures with the same formula, charge and spin = 55.2 kJ/mol
molecular weight = 122.14 g mol⁻¹

=====

# 3
The following is a DFT calculation (ωB97M-V/def2-TZVPD) of a cluster of 2 separate species, C4H12NO3 in total.

The geometry in XYZ format:
```
20
Properties=species:S:1:pos:R:3:forces:R:3
O 1.1905 2.1671 -0.2648 0.452 -2.012 -0.179
C 1.2464 0.9752 0.0150 -1.093 2.334 1.850
C -0.0785 0.2675 0.4202 0.690 -0.259 -0.655
C -0.0992 -1.2245 0.0919 0.732 -0.485 -2.387
C 0.0920 -2.0344 1.3261 3.009 -1.545 1.274
O -0.6602 -1.4311 2.2964 -0.005 3.593 -2.205
N -1.1410 1.0139 -0.3176 -3.366 1.017 0.115
H 2.1828 0.4830 0.3157 0.033 -0.183 -0.580
H -0.2264 0.3309 1.5345 0.050 0.460 -1.132
H 0.6865 -1.5057 -0.6953 -0.845 0.508 1.150
H -1.0316 -1.5626 -0.4017 0.120 0.558 0.421
H 1.2549 -2.1435 1.6423 -2.459 0.424 -0.684
H -0.2659 -3.0308 1.1675 0.051 -0.778 -0.328
H -0.9388 -1.8100 3.0612 -0.681 -2.548 3.111
H -0.8396 1.9596 -0.5820 0.784 0.064 0.338
H -1.4224 0.6251 -1.2517 0.484 -0.174 1.023
H -2.0702 1.2198 0.2314 2.153 -0.983 -1.009
H 0.2540 2.5737 -2.7137 0.879 -0.031 -0.127
H 1.3970 1.4457 -2.8683 -0.259 0.785 0.018
O 0.4695 1.6810 -3.0073 -0.728 -0.744 -0.015
```
Positions in Å, forces in eV/Å.

Computed properties:
charge = +1
frontier orbital gap = 10.52 eV
LUMO = -3.88 eV
HOMO energy = -0.5293 Ha
energy above the lowest of the compared OMol25 structures with the same formula, charge and spin = 242.6 kJ/mol
molecular weight = 122.14 g mol⁻¹

=====

# 4
The following is a DFT calculation (ωB97M-V/def2-TZVPD) of a cluster of 2 separate species, C4H12NO3 in total.

The geometry in XYZ format:
```
20
Properties=species:S:1:pos:R:3:forces:R:3
O 1.6402 0.8094 0.3662 -0.516 0.185 0.409
C 1.1579 -0.4368 0.2238 -2.321 1.409 0.696
C -0.3448 -0.4736 0.7790 2.692 0.012 1.723
N -1.1267 0.7111 0.3398 2.365 2.680 1.643
C -1.0053 1.9100 1.3413 4.856 -0.160 -1.585
C -0.9180 -1.7231 0.2847 -0.720 -3.943 1.663
O 1.6710 -1.3685 -0.2576 1.206 -1.108 -0.407
H 2.5920 0.8624 0.3942 0.881 -0.170 -0.425
H -0.1728 -0.4262 1.9351 -0.789 -0.112 -2.008
H -2.0340 0.3588 0.1037 -0.801 0.481 -0.528
H -0.5494 1.1468 -0.4116 -1.519 -0.836 -0.568
H -1.5055 2.8181 1.1339 -1.008 0.359 -0.753
H 0.1913 2.1407 1.2640 -2.982 -0.175 -0.409
H -0.9295 1.7210 2.3586 -1.256 -1.361 1.878
H -1.9907 -1.9078 0.3908 -0.161 0.811 -0.197
H -0.5758 -2.0958 -0.6612 0.033 0.582 -0.763
H -0.5819 -2.5956 0.9437 -0.015 1.290 -0.537
H 0.1710 -0.0847 -3.0372 -1.711 0.462 0.445
H -1.4037 0.2047 -3.0894 -0.830 -0.158 -1.282
O -0.6440 0.2118 -2.5431 2.596 -0.250 1.005
```
Positions in Å, forces in eV/Å.

Computed properties:
charge = +1
frontier orbital gap = 12.00 eV
LUMO = -3.02 eV
HOMO energy = -0.5522 Ha
energy above the lowest of the compared OMol25 structures with the same formula, charge and spin = 195.0 kJ/mol
molecular weight = 122.14 g mol⁻¹

=====

# 5
The following is a DFT calculation (ωB97M-V/def2-TZVPD) of a cluster of 3 separate species, C4H12NO4 in total.

The geometry in XYZ format:
```
21
Properties=species:S:1:pos:R:3:forces:R:3
C 1.0184 -0.7901 -1.6182 1.280 -0.722 0.616
O 0.0665 -1.5694 -0.9453 -0.445 0.306 -0.449
C 1.2850 0.5816 -1.0294 -0.422 0.367 1.424
C 0.1233 1.4902 -0.5709 -0.277 -0.033 -1.052
C -0.4061 1.1902 0.8277 -1.431 -1.309 0.544
N -0.5688 -0.1286 1.1346 1.288 0.522 -0.531
O -0.7940 2.1284 1.5276 0.313 0.640 0.270
H 1.9840 -1.3457 -1.4453 -0.265 0.500 -0.840
H 0.8462 -0.7151 -2.6934 -0.362 -0.258 -0.107
H 1.7534 0.3802 -0.0662 0.703 0.116 -0.230
H 1.9852 1.1181 -1.6613 0.131 0.087 -0.171
H 0.4005 2.5444 -0.5980 0.336 -0.058 0.262
H -0.7192 1.4789 -1.2809 -0.066 -0.330 0.182
H -0.8177 -0.2911 2.1060 -0.268 0.495 -0.080
H -0.1360 -1.1002 -0.0660 -0.318 -0.072 0.112
H 2.0948 -1.8294 0.7179 0.204 -0.639 -0.705
H 1.1864 -0.9330 1.4531 -0.123 0.248 0.286
O 2.0802 -1.3311 1.5230 -0.051 0.253 0.624
H -2.9089 -0.7879 0.2521 0.168 0.115 0.051
H -1.9197 -0.5669 -0.8564 -0.287 -0.312 0.102
O -2.8673 -0.7291 -0.7062 -0.106 0.084 -0.306
```
Positions in Å, forces in eV/Å.

Computed properties:
charge = -1
frontier orbital gap = 8.53 eV
LUMO = 3.82 eV
HOMO energy = -0.1732 Ha
energy above the lowest of the compared OMol25 structures with the same formula, charge and spin = 127.2 kJ/mol
molecular weight = 138.14 g mol⁻¹

=====

# 6
The following is a DFT calculation (ωB97M-V/def2-TZVPD) of a cluster of 3 separate species, C4H12NO4S in total.

The geometry in XYZ format:
```
22
Properties=species:S:1:pos:R:3:forces:R:3
C -1.9422 -1.2748 -1.3151 -0.102 1.095 -0.445
N -1.2533 0.0360 -1.1676 -0.243 -0.676 0.937
C -0.4347 0.1051 0.0872 1.265 -0.201 -1.498
C -0.0315 1.5665 0.2357 -0.911 0.409 0.241
S 0.6383 2.0389 1.8433 0.337 -0.305 0.169
C 0.8878 -0.7380 -0.0506 0.934 -0.433 -0.228
O 0.8679 -1.7659 -0.7678 -0.823 0.118 -0.228
O 1.9317 -0.3108 0.5044 -0.432 0.093 0.329
H -2.6121 -1.1819 -2.1779 -0.022 -0.087 0.112
H -2.5648 -1.4093 -0.4280 0.175 -0.382 -0.054
H -1.2061 -2.0515 -1.5061 -0.228 -0.290 0.424
H -0.6222 0.0857 -1.9557 0.296 0.172 0.008
H -1.0010 -0.2967 0.9236 -0.242 0.243 0.102
H 0.6407 1.8569 -0.5770 0.019 -0.130 0.176
H -0.9466 2.1621 0.1296 0.243 0.062 -0.011
H 1.5604 1.0226 1.8069 -0.250 0.373 -0.037
H -3.3997 2.5244 -0.4992 0.065 -0.181 -0.402
H -2.4623 1.4839 -1.1588 0.017 -0.373 -0.261
O -3.2141 2.0892 -1.3457 -0.227 0.439 0.503
H 2.8756 -2.8404 0.6167 0.162 0.469 0.202
H 1.8208 -3.3054 -0.3078 0.323 0.043 0.482
O 2.4849 -3.6623 0.3266 -0.357 -0.458 -0.521
```
Positions in Å, forces in eV/Å.

Computed properties:
charge = -1
frontier orbital gap = 8.39 eV
LUMO = 3.20 eV
HOMO energy = -0.1908 Ha
energy above the lowest of the compared OMol25 structures with the same formula, charge and spin = 9.3 kJ/mol
molecular weight = 170.21 g mol⁻¹

=====

# 7
The following is a DFT calculation (ωB97M-V/def2-TZVPD) of a cluster of 2 separate species, C4H12NO6P3 in total.

The geometry in XYZ format:
```
26
Properties=species:S:1:pos:R:3:forces:R:3
C -1.5900 1.3611 0.1149 -2.762 0.969 -0.212
C -0.4543 1.9726 0.8140 2.024 0.872 -2.490
C -1.3110 -0.0907 -0.1358 0.417 -1.090 -2.913
C -0.2755 3.4674 0.6153 0.020 -0.397 1.262
N -0.7825 -9.7517 -2.9246 -0.438 -1.261 -0.126
O 1.3222 5.7451 1.5833 -1.552 -2.173 0.763
O 2.2751 3.4465 1.0276 -1.723 -0.978 0.328
O 5.0230 5.9737 -0.8082 -0.512 -1.140 0.690
O 0.9714 3.9224 3.2478 -0.731 -0.846 -0.404
O -0.9856 4.1220 -0.0808 -0.175 0.826 -0.612
O 2.5863 6.4716 -0.3482 -0.221 -1.511 0.318
P 3.8852 3.6654 0.7082 -0.352 1.738 1.161
P 1.0422 4.1888 1.8007 2.223 2.191 -0.443
P 3.6328 5.3848 -0.6132 2.464 3.508 -1.601
H -1.7938 1.9549 -0.8257 0.245 -0.824 0.827
H -2.5719 1.4492 0.7055 1.335 -0.009 -0.648
H -0.4397 1.9348 1.8561 0.268 -1.124 1.852
H 0.3903 1.4386 0.2744 -0.022 0.941 1.466
H -0.8212 -0.3205 -1.1925 -0.948 0.711 2.002
H -0.6458 -0.5864 0.5603 -0.091 0.124 0.482
H -1.0098 -8.9133 -3.4553 0.587 0.389 0.561
H -0.1012 -9.6383 -2.1689 -0.159 0.827 -0.445
H -2.2746 -0.5669 -0.1475 -0.214 -0.843 -0.065
H 3.3232 4.8713 -1.8500 -0.652 -0.960 -0.665
H 1.7324 5.9909 0.6820 0.422 0.749 -0.561
H 4.0236 4.6743 1.7679 0.546 -0.688 -0.527
```
Positions in Å, forces in eV/Å.

Computed properties:
charge = -2
frontier orbital gap = 3.86 eV
LUMO = 4.23 eV
HOMO energy = 0.0136 Ha
energy above the lowest of the compared OMol25 structures with the same formula, charge and spin = 33.1 kJ/mol
molecular weight = 263.06 g mol⁻¹

=====

# 8
The following is a DFT calculation (ωB97M-V/def2-TZVPD) of a cluster of 3 separate species, C4H12NOP in total.

The geometry in XYZ format:
```
19
Properties=species:S:1:pos:R:3:forces:R:3
C 2.3301 0.7711 0.1180 -0.149 0.259 -1.509
C -1.4179 1.8874 -0.4326 0.446 -0.948 1.103
C 1.8815 0.2710 1.2550 3.140 2.414 -1.501
C -1.5596 0.3410 -0.3736 -3.411 1.219 0.864
N 0.8197 -2.5866 -0.3818 0.674 1.249 0.223
O -4.0262 -0.9533 -0.1001 0.972 0.667 0.488
P -3.0760 -0.1402 0.7242 0.216 -0.113 -0.747
H 1.6878 -2.6022 -0.9248 -0.595 -0.372 0.196
H 1.9111 0.6238 -0.8655 -0.884 -0.600 0.031
H 3.1462 1.4323 -0.0768 0.883 0.317 0.990
H -2.3367 2.4081 -0.1957 -0.545 0.111 -0.607
H -0.7847 2.2236 0.4144 0.155 -0.260 -0.742
H -0.9992 2.1586 -1.3941 -0.026 0.452 0.032
H 1.0429 -0.2740 1.1842 -2.763 -2.054 0.675
H 2.4830 0.5528 2.0784 -0.206 -0.275 1.372
H -0.7186 -0.1364 -0.0469 2.366 -1.153 1.117
H -1.8528 -0.1917 -1.2379 -0.192 0.007 -1.575
H 1.0877 -2.3097 0.5583 -0.010 -0.074 -0.145
H 0.3819 -3.4755 -0.3027 -0.071 -0.847 -0.264
```
Positions in Å, forces in eV/Å.

Computed properties:
charge = 0
frontier orbital gap = 8.42 eV
SMILES = CCP=O.C=C.N
LUMO = -0.46 eV
HOMO energy = -0.3262 Ha
energy above the lowest of the compared OMol25 structures with the same formula, charge and spin = 386.4 kJ/mol
molecular weight = 121.12 g mol⁻¹